C51H66N15O2RbS | ωB97M-V/def2-TZVPD

Each line ends with the Löwdin charge.
Cartesian coordinates (Å):
Rb  0.06230  -0.56835  -1.00118  0.797
N  6.90267  -9.27507  2.49493  0.127
C  6.22653  -8.39045  2.20295  -0.200
C  5.38324  -7.28549  1.83510  -0.249
C  5.87143  -6.30318  0.97450  -0.027
C  5.05743  -5.24042  0.62625  -0.012
C  3.75546  -5.15099  1.11634  -0.179
C  3.28012  -6.14082  1.97284  -0.008
C  4.08711  -7.20411  2.33913  -0.024
C  2.87976  -4.00655  0.72403  -0.058
C  3.33620  -2.73901  1.12012  -0.279
C  4.45101  -2.47702  1.97570  -0.069
C  4.55932  -1.10841  2.06256  -0.102
C  3.51052  -0.59375  1.25105  -0.195
N  2.77781  -1.54524  0.70293  0.050
C  1.73543  -4.35074  0.01564  -0.277
C  1.41054  -5.65202  -0.50468  -0.062
C  0.19406  -5.53199  -1.12003  -0.086
C  -0.18808  -4.16474  -0.93660  -0.176
N  0.71477  -3.46292  -0.29536  0.040
H  6.87856  -6.37724  0.58653  0.113
H  5.41851  -4.46403  -0.03427  0.127
H  2.26946  -6.06251  2.34962  0.130
H  3.71938  -7.96855  3.01026  0.114
H  5.06282  -3.20974  2.47972  0.093
H  5.27982  -0.53858  2.62997  0.074
H  3.28790  0.45092  1.06352  0.095
H  2.02502  -6.53725  -0.44381  0.094
H  -0.37070  -6.29704  -1.62948  0.079
H  -1.11197  -3.70725  -1.26883  0.079
C  -4.22759  -2.76675  1.45773  -0.002
C  -4.96625  -2.01925  0.41872  -0.354
N  -6.14033  -2.32233  -0.04773  0.104
N  -6.35142  -1.38392  -1.01832  -0.002
C  -5.33731  -0.51764  -1.17399  -0.832
S  -5.24490  0.70870  -2.31988  0.503
N  -4.45857  -0.90957  -0.20758  -0.085
N  -3.22637  -0.32250  0.04472  0.132
H  -4.91480  -3.45959  1.93854  0.079
H  -3.77955  -2.08905  2.18949  0.053
H  -3.41865  -3.32812  0.98553  0.086
H  -7.14268  -1.43336  -1.63137  0.129
H  -2.53596  -0.81054  -0.51822  0.020
H  -2.99719  -0.35773  1.06466  0.048
C  3.20403  -0.28656  -4.72634  -0.054
N  3.21345  -0.00331  -3.30323  -0.144
C  2.82405  -1.13310  -2.48826  -0.099
C  3.02058  1.27030  -2.84021  -0.363
N  2.25929  1.50418  -1.82160  0.145
C  2.44549  2.67635  -1.07581  -0.238
C  3.72644  3.11893  -0.74309  -0.061
C  3.94381  4.27589  -0.01019  -0.117
C  2.85284  5.00771  0.43296  -0.113
C  1.57267  4.54405  0.17511  -0.037
C  1.32964  3.37339  -0.55226  -0.236
N  0.03590  2.86079  -0.62035  0.153
C  -0.95489  3.67403  -0.85178  -0.382
N  -0.91258  4.71260  -1.78042  -0.162
C  0.04707  4.65902  -2.84883  -0.075
C  -1.31732  6.04489  -1.39809  -0.078
N  -2.14616  3.55883  -0.22010  -0.127
C  -2.25857  2.84256  1.03696  -0.029
C  -3.41675  3.75023  -0.89728  -0.048
N  3.71763  2.21894  -3.59645  -0.179
C  3.24505  3.56640  -3.75824  -0.062
C  5.11990  2.03550  -3.87424  -0.080
H  4.02129  -0.97029  -4.97850  0.084
H  3.32511  0.63083  -5.29616  0.082
H  2.24933  -0.74543  -4.99958  0.076
H  3.49378  -1.97309  -2.69266  0.096
H  1.80968  -1.44990  -2.74219  0.031
H  2.89318  -0.89346  -1.43129  0.033
H  4.57060  2.52253  -1.07056  0.111
H  4.95399  4.58589  0.22751  0.089
H  2.99290  5.90834  1.01856  0.089
H  0.71779  5.06470  0.59431  0.111
H  0.21609  3.61645  -3.11297  0.091
H  1.00769  5.12029  -2.58277  0.082
H  -0.35976  5.17854  -3.72212  0.090
H  -1.97208  5.99999  -0.53138  0.086
H  -1.85628  6.53423  -2.21634  0.082
H  -0.44112  6.66014  -1.14689  0.083
H  -1.26788  2.64431  1.42695  0.068
H  -2.77962  1.89745  0.89901  0.069
H  -2.82266  3.44796  1.75218  0.093
H  -4.10675  4.27555  -0.23010  0.090
H  -3.85663  2.78255  -1.15290  0.020
H  -3.28559  4.33340  -1.80494  0.079
H  2.16964  3.59031  -3.62834  0.060
H  3.47697  3.90150  -4.77599  0.089
H  3.69412  4.27065  -3.04593  0.087
H  5.40792  1.00756  -3.66941  0.088
H  5.73200  2.70307  -3.25055  0.082
H  5.34377  2.25741  -4.92444  0.082
O  -3.42636  -2.86831  -2.13911  0.007
C  -2.73429  -2.40375  -3.03871  -0.539
C  -2.93456  -2.76356  -4.51445  -0.098
C  -1.83811  -1.97766  -5.21238  -0.101
C  -1.10050  -1.30723  -4.05106  -0.546
O  -0.07921  -0.63429  -4.21476  -0.040
N  -1.69296  -1.55293  -2.86108  0.025
H  -3.94682  -2.49323  -4.81407  0.109
H  -2.83413  -3.84529  -4.61744  0.109
H  -2.21437  -1.19385  -5.87265  0.111
H  -1.13756  -2.58462  -5.78751  0.107
C  -2.28083  4.04992  5.39765  -0.073
C  -3.02293  2.97812  4.63513  -0.326
C  -4.38569  3.10663  4.41211  -0.082
C  -5.04187  2.11301  3.66226  -0.315
C  -6.51007  2.25636  3.35427  -0.072
C  -4.34053  1.03758  3.18834  -0.019
C  -2.93021  0.84585  3.40274  -0.329
C  -2.30875  1.89152  4.14711  -0.036
N  -2.38357  -0.22048  2.82475  0.014
C  -0.98499  -0.60606  2.99990  -0.615
C  -0.06636  0.30160  2.15910  -0.077
C  -0.88311  -2.02744  2.43901  -0.067
C  -0.45565  -0.67117  4.44218  -0.051
H  -2.97017  4.79306  5.80341  0.059
H  -1.57007  4.56900  4.74937  0.070
H  -1.71040  3.62738  6.22788  0.068
H  -4.93318  3.95909  4.80012  0.087
H  -7.06729  2.59670  4.23156  0.064
H  -6.93927  1.31159  3.02066  0.066
H  -6.67291  2.99099  2.56099  0.071
H  -4.85476  0.27935  2.60451  0.096
H  -1.24270  1.87661  4.31634  0.081
H  -0.47306  0.36992  1.15223  -0.031
H  0.95075  -0.09062  2.10715  0.062
H  -0.03137  1.31483  2.56444  0.070
H  -1.29522  -2.07617  1.42905  0.047
H  -1.46791  -2.71657  3.05455  0.082
H  0.15042  -2.37395  2.38657  0.073
H  -0.21189  0.29752  4.86743  0.053
H  0.46084  -1.26657  4.45868  0.076
H  -1.19232  -1.15180  5.09116  0.082

Values from the calculation:
**Orbital gap**: 4.94 eV
**2S+1**: 1
**LUMO**: 3.4 eV
**E**: -91898.0400 eV
**Charge**: -2